{
  "formula": "C12H11ClN2O3",
  "method": "wB97M-V/def2-TZVPD",
  "symbols": ["C", "C", "C", "C", "C", "C", "C", "Cl", "H", "H", "O", "C", "N", "C", "C", "C", "N", "C", "O", "O", "H", "H", "H", "H", "H", "H", "H", "H", "H"],
  "xyz": [[-3.8820, -0.1918, -2.2301], [-3.0756, 0.0279, -0.9919], [-1.8797, 0.7233, -1.0253], [-1.1175, 0.9294, 0.1223], [-1.5658, 0.4304, 1.3378], [-2.7607, -0.2685, 1.3888], [-3.5024, -0.4691, 0.2403], [-4.9856, -1.3537, 0.3430], [-3.1145, -0.6579, 2.3305], [-1.0176, 0.5783, 2.2552], [0.0277, 1.6689, -0.0674], [1.0610, 1.6264, 0.8687], [1.8843, 0.4521, 0.7119], [1.5611, -0.8424, 0.9524], [2.6449, -1.6031, 0.5965], [3.5955, -0.6693, 0.1401], [3.1065, 0.5652, 0.2162], [4.9618, -0.9066, -0.3681], [5.4677, -1.9923, -0.4456], [5.5994, 0.2127, -0.7417], [5.0224, 0.9816, -0.6058], [2.7630, -2.6643, 0.6472], [0.6036, -1.1214, 1.3426], [1.7008, 2.4873, 0.6509], [0.6950, 1.6885, 1.9021], [-1.5112, 1.1274, -1.9549], [-4.8735, 0.2435, -2.1143], [-4.0119, -1.2583, -2.4093], [-3.3967, 0.2560, -3.0921]],
  "mulliken_charge": [-1.596, 0.562, -0.517, 0.537, -0.372, -0.900, 0.583, -0.225, 0.417, 0.341, -0.442, -0.558, 0.880, -0.058, -0.991, 0.717, -1.003, 0.144, -0.553, -0.532, 0.449, 0.437, 0.545, 0.273, 0.409, 0.357, 0.367, 0.361, 0.367],
  "spin_multiplicity": 1,
  "energy_ev": -34267.6516,
  "lumo_ev": 0.50,
  "smiles": "Cc1cc(OCn2ccc(C(=O)O)n2)ccc1Cl",
  "homo_lumo_gap_ev": 9.52,
  "de_lowest_kj_mol": 88.9
}